Entry 1:
C18H21N3O2S | ωB97M-V/def2-TZVPD

Computed properties:
* E_tot: -1411.4560 hartree
* LUMO level: 0.0242 hartree
* energy relative to the best compared isomer or geometry (same formula, charge and spin): 143.5 kJ/mol
* maximum force: 0.58 eV Å⁻¹
* structure (SMILES): CC(C)Oc1ccc(CC(=O)NNC(=S)Nc2ccccc2)cc1
* molecular weight: 343.5 g/mol

XYZ file:
```
45
Properties=species:S:1:pos:R:3:forces:R:3:mulliken_charge:R:1
C -2.803 -1.677 -0.830 0.01 0.09 0.02 -1.00
C -1.020 3.659 2.570 -0.37 0.16 0.36 0.45
C -2.415 3.439 4.515 -0.06 0.09 0.01 -0.66
H 4.992 -3.912 -2.207 0.08 -0.01 0.10 0.35
C -2.535 4.816 4.599 -0.05 0.01 0.08 -0.48
C 4.492 -3.692 -3.146 -0.45 0.14 0.04 -1.56
H -1.951 6.692 3.746 0.00 0.09 0.00 0.36
C 0.475 -3.566 -0.792 0.19 0.03 -0.08 -0.65
H -3.378 -2.460 -0.332 -0.03 0.09 -0.01 0.40
C 3.335 -2.728 -2.898 0.45 0.25 -0.23 0.55
H 0.962 -4.353 -0.238 0.07 -0.09 0.07 0.42
H -1.345 -3.671 0.309 -0.06 -0.06 0.10 0.37
H 1.075 -1.427 -3.352 0.09 0.03 -0.05 0.35
N -1.377 1.148 1.122 -0.53 0.16 0.04 -0.25
H -2.906 2.808 5.239 -0.04 -0.06 0.06 0.37
H -1.538 1.786 3.490 0.00 -0.08 -0.01 0.53
H 4.486 -0.906 -2.998 0.07 0.08 -0.07 0.37
O -3.756 0.010 0.627 -0.35 0.14 0.11 -0.70
C 1.192 -2.938 -1.814 -0.31 0.02 0.14 0.66
C -1.122 5.046 2.674 0.00 -0.12 -0.07 -0.51
C 3.830 -1.414 -2.295 -0.30 -0.28 -0.08 -1.02
C 0.567 -1.934 -2.548 0.38 -0.10 -0.11 -0.11
N -1.533 0.001 0.355 0.56 0.14 -0.03 -0.23
C -1.437 -2.166 -1.213 -0.06 -0.07 -0.26 0.38
H 2.822 -2.536 -3.852 0.02 -0.05 0.15 0.25
H 4.118 -4.623 -3.565 0.01 -0.09 -0.06 0.38
C -1.660 2.857 3.513 0.12 -0.02 -0.07 -0.21
C -0.814 -3.182 -0.495 0.06 0.06 -0.12 -0.53
H -3.128 5.262 5.382 -0.06 0.04 0.07 0.39
C -0.731 -1.562 -2.245 -0.19 -0.18 0.16 -0.76
O 2.452 -3.397 -2.006 -0.03 -0.16 0.09 -0.47
H -2.271 1.502 1.457 0.13 -0.08 -0.02 0.51
H 4.381 -1.617 -1.380 0.07 -0.02 0.09 0.33
H 0.521 3.726 1.210 -0.09 -0.27 -0.01 0.24
H -0.702 -0.240 -0.184 -0.17 0.07 0.15 0.26
H 5.204 -3.250 -3.836 0.09 0.04 -0.07 0.42
H -3.370 -1.367 -1.712 -0.03 -0.01 0.08 0.33
H -1.197 -0.776 -2.822 -0.04 0.10 -0.05 0.32
C -0.320 1.954 0.883 0.10 -0.33 -0.18 0.18
N -0.228 3.134 1.544 0.09 0.10 -0.09 -0.10
S 0.882 1.501 -0.171 0.42 -0.01 -0.32 -0.56
C -2.771 -0.479 0.107 0.18 0.02 0.11 0.60
H 3.000 -0.755 -2.052 -0.03 0.10 0.02 0.19
H -0.606 5.670 1.959 0.03 0.06 -0.10 0.35
C -1.876 5.617 3.680 0.04 -0.01 0.04 -0.53
```
Positions in Å, forces in eV/Å.


Entry 2:
C9H18F4NO3P | ωB97M-V/def2-TZVPD

Computed properties:
* E_tot: -1374.6543 hartree
* LUMO level: -0.0752 hartree
* maximum force: 5.27 eV Å⁻¹
* molecular weight: 295.2 g/mol

XYZ file:
```
36
Properties=species:S:1:pos:R:3:forces:R:3:mulliken_charge:R:1
H 2.606 -1.849 3.460 -1.28 1.82 -1.51 0.33
C 2.969 -0.790 1.437 0.67 -1.17 -0.15 0.08
F 0.319 1.605 1.698 -2.79 -3.68 -0.76 -0.23
H -3.777 -1.049 -3.697 0.25 0.07 0.01 0.30
H 0.758 -2.582 2.373 -0.28 1.52 0.10 0.45
C -0.695 0.504 1.503 -0.55 2.54 -1.04 0.64
O 3.200 1.976 2.440 0.71 -3.04 -3.11 -0.61
H 5.041 1.023 1.160 -1.25 -0.60 -0.42 0.12
H 0.058 -1.446 3.407 0.93 0.10 -1.20 0.40
C -1.750 0.589 2.765 -0.05 2.17 -0.22 0.09
H -0.884 -1.715 1.019 1.84 1.78 0.64 0.45
C 0.993 -0.858 -0.003 -1.05 -0.22 -1.73 -0.60
C -1.322 1.397 -4.005 -0.26 0.76 -0.73 -1.22
H -1.869 2.025 -4.718 0.03 0.26 -0.10 0.41
H -0.261 1.437 -4.282 -0.12 -0.20 0.06 0.28
C -1.859 -0.043 -4.040 -0.67 1.29 1.60 0.42
C 0.005 -0.970 1.301 -1.97 0.98 -2.25 -0.26
H 3.144 1.639 -0.025 0.17 -1.02 0.49 0.13
H 3.971 -1.414 1.615 -2.26 1.32 -0.51 0.53
F -2.913 1.390 2.291 3.69 -2.71 2.15 -0.23
O -1.214 -0.740 -3.121 1.63 -1.87 1.06 -0.85
H -3.919 0.576 -4.377 -0.26 0.05 -0.06 0.38
O 2.366 -1.340 0.210 -1.03 1.06 2.23 -0.42
N 0.664 -1.534 2.540 0.04 -1.16 -0.21 -0.12
H -2.054 -0.497 3.152 0.16 2.71 -0.67 0.25
H 0.517 -1.560 -0.843 1.12 1.70 1.69 0.37
C -3.351 -0.038 -3.667 -0.77 0.38 -0.64 -1.21
H -1.428 1.861 -3.015 -0.06 -0.32 0.00 0.18
H -3.532 0.373 -2.665 0.31 -0.06 -0.07 0.20
H 0.930 0.243 -0.450 0.28 -2.30 1.12 0.22
F -1.024 1.322 3.866 -2.42 -2.35 -3.02 -0.25
H 1.968 -0.075 3.482 0.33 -1.42 -1.70 0.39
H -1.815 -0.354 -5.093 0.26 -0.49 -0.51 0.18
C 2.063 -1.018 2.796 2.01 0.35 1.77 -0.81
P 3.573 1.041 1.222 -0.35 3.39 3.71 0.31
F -1.478 0.871 0.266 3.00 -1.67 4.00 -0.29
```
Positions in Å, forces in eV/Å.


Entry 3:
C21H23N2OS2 | ωB97M-V/def2-TZVPD

Computed properties:
* E_tot: -1794.7751 hartree
* LUMO level: -0.1529 hartree
* maximum force: 3.69 eV Å⁻¹
* molecular weight: 383.6 g/mol
* net charge: +1

XYZ file:
```
49
Properties=species:S:1:pos:R:3:forces:R:3:mulliken_charge:R:1
C -1.777 -0.088 -0.745 0.12 -0.95 -0.50 0.52
C -2.394 0.537 2.610 -1.11 -0.91 3.40 -1.37
H -2.220 1.604 2.730 0.00 -0.14 -0.65 1.00
H -5.681 0.390 2.376 0.28 0.19 0.15 0.33
H -3.594 -2.204 -2.721 0.34 0.18 0.10 0.38
C 1.981 -1.159 3.885 0.20 0.76 -0.03 -0.54
N -1.547 -0.427 3.102 -1.88 0.12 -1.02 0.55
H -4.679 1.868 2.476 -0.18 -0.43 0.35 0.29
H -3.847 -0.760 -0.727 0.40 -0.05 -0.29 0.32
C -2.295 -1.581 3.320 -0.40 0.38 0.70 -0.32
C 4.781 -0.676 3.768 -0.43 0.32 0.10 -0.82
C 0.623 -1.347 3.644 0.18 0.34 0.00 -1.22
H -0.412 1.909 3.759 0.27 -0.34 -0.20 0.58
H -4.490 -1.792 3.515 0.18 0.06 -0.36 0.48
H 4.632 -1.300 2.876 0.01 0.17 0.19 0.36
H 0.230 -2.362 3.600 0.15 0.27 -0.13 0.27
C -1.985 0.880 0.350 -1.40 1.12 -2.01 0.83
H -1.379 -2.362 -3.901 -0.10 0.33 0.28 0.39
C -1.497 -1.715 -3.028 -0.02 0.29 0.39 -0.47
H 2.042 2.280 3.879 -0.08 -0.29 0.14 0.44
C 0.271 1.059 3.684 0.22 -0.16 0.29 -0.19
H 0.110 3.694 0.199 -0.10 0.24 0.32 0.48
C -0.683 3.407 0.906 0.43 0.61 -0.52 -0.55
C -0.210 -0.242 3.465 1.14 0.03 0.41 0.87
C -4.870 0.888 2.926 -0.40 0.36 -0.05 -0.89
H 0.548 -0.991 -3.076 -0.39 -0.09 0.25 0.39
C -2.035 3.972 0.463 0.94 0.15 0.13 -0.75
O 3.840 0.419 3.793 -0.41 -0.18 0.38 -0.40
C -0.410 -0.971 -2.546 -0.10 -0.44 -0.09 -0.75
C 1.629 1.273 3.838 0.40 -0.66 0.02 -0.67
C -3.605 -1.235 3.232 0.43 -0.17 0.01 -0.89
H -2.136 4.994 0.838 0.20 -0.03 -0.21 0.36
C -0.529 -0.205 -1.389 -0.23 0.15 -0.12 -0.49
H 0.337 0.361 -1.014 -0.57 -0.37 -0.35 0.40
H 4.689 -1.288 4.675 0.10 0.16 -0.21 0.34
C -2.879 -0.821 -1.240 0.41 -0.25 0.02 -0.31
H -5.174 1.023 3.980 0.22 -0.15 -0.44 0.33
S -3.514 1.731 0.193 1.57 0.48 1.13 0.07
N -3.655 0.088 2.849 0.46 -0.46 0.00 0.34
C 2.507 0.159 3.874 0.07 -0.47 -0.60 0.57
H -2.076 3.980 -0.640 0.16 0.20 0.35 0.31
C -2.733 -1.634 -2.361 0.15 -0.01 0.00 -0.85
C -3.167 3.187 0.983 -1.55 -1.24 -0.31 -0.49
H 5.756 -0.186 3.733 -0.16 -0.23 0.02 0.23
S -0.554 1.603 0.924 0.81 0.53 -0.36 -0.04
H -4.035 3.660 1.439 0.21 0.05 -0.22 0.44
H 2.641 -2.015 4.038 -0.29 0.30 -0.16 0.38
H -0.389 3.713 1.915 -0.21 0.17 -0.18 0.29
H -1.854 -2.493 3.680 -0.05 0.06 -0.12 0.45
```
Positions in Å, forces in eV/Å.


Entry 4:
C6H9NO2S2 | ωB97M-V/def2-TZVPD

Computed properties:
* E_tot: -1235.3978 hartree
* LUMO level (spin up / spin down): 0.0284 / -0.0960 hartree
* energy relative to the best compared isomer or geometry (same formula, charge and spin): 41.1 kJ/mol
* maximum force: 6.49 eV Å⁻¹
* molecular weight: 191.3 g/mol
* 2S+1: 3

XYZ file:
```
20
Properties=species:S:1:pos:R:3:forces:R:3:mulliken_charge:R:1
N -0.023 -0.388 1.147 -2.45 -2.44 -5.49 -0.08
H 1.757 -1.665 0.832 -0.86 0.04 -0.34 0.48
C 0.603 0.464 2.037 -0.32 3.77 -0.31 -0.84
C -0.757 0.148 -0.009 2.13 1.21 0.87 -0.43
C -0.106 0.747 -1.228 3.39 2.00 2.07 0.09
H -0.881 -0.440 -2.653 -0.66 -0.57 -0.72 0.26
S 1.405 -0.375 -1.207 -2.24 0.55 0.51 1.10
C 0.838 -1.289 0.317 0.39 0.29 0.62 -0.72
S -2.932 0.992 0.276 -1.40 0.27 -0.69 -0.10
O 2.547 0.435 -0.926 0.97 0.16 -0.07 -0.64
H 1.352 1.142 1.599 -0.03 0.02 -0.15 0.30
H 0.378 1.796 -1.233 -1.03 -1.47 -0.03 0.35
C -1.283 0.338 -2.025 -0.74 0.39 -1.64 -0.75
H -0.126 1.131 2.578 0.64 -1.07 -0.27 0.25
H -1.858 1.096 -2.588 0.53 -0.39 0.17 0.30
C -1.944 -0.190 -0.788 -0.95 -0.93 3.51 -0.06
H -2.374 -1.171 -0.571 -0.34 -0.03 -0.98 0.36
H 0.189 -2.047 -0.167 0.62 0.03 0.74 0.34
O 1.286 -1.302 -2.295 0.64 -0.51 -0.63 -0.66
H 1.097 -0.222 2.596 1.70 -1.31 2.85 0.44
```
Positions in Å, forces in eV/Å.


Entry 5:
C15H24ClN2O2PSi | ωB97M-V/def2-TZVPD

Computed properties:
* E_tot: -1937.0868 hartree
* LUMO level: 0.0248 hartree
* maximum force: 0.58 eV Å⁻¹
* structure (SMILES): CCC[C@H](C)[Si@@H](O)P(O)Cl.c1ccncc1.c1ccncc1
* molecular weight: 358.9 g/mol

XYZ file:
```
46
Properties=species:S:1:pos:R:3:forces:R:3:mulliken_charge:R:1
O -2.348 -0.510 -1.310 -0.48 0.03 -0.15 -0.36
Cl -1.886 1.288 -3.516 0.10 0.08 -0.26 -0.29
H 1.876 3.946 -2.404 0.01 0.05 0.06 0.39
H -1.490 -0.887 -1.593 0.18 -0.36 0.42 0.45
C 1.755 -3.361 -2.476 0.01 -0.01 0.04 -0.56
H 3.918 1.605 -0.285 -0.03 0.02 0.03 0.38
H -1.902 -2.532 5.639 0.00 0.00 0.00 0.38
H 0.291 0.521 -0.556 -0.08 0.01 -0.13 -0.15
C -2.127 -2.185 4.640 0.01 -0.01 0.00 -0.52
C 1.690 3.283 -1.554 0.04 0.09 -0.07 -1.11
H 3.260 2.134 -2.450 0.00 -0.05 -0.02 0.43
H 1.752 1.272 -2.364 -0.05 0.04 0.05 0.21
C -3.433 -2.110 4.180 0.01 0.01 -0.02 -0.16
C 2.401 1.950 -1.801 0.06 -0.03 -0.07 -0.44
H -0.196 4.347 0.537 0.01 -0.01 -0.01 0.37
P -2.549 1.091 -1.542 0.21 -0.12 0.24 -0.01
H -0.320 3.335 -2.321 0.10 -0.19 -0.06 0.29
C -1.105 -1.804 3.785 -0.06 -0.01 0.05 -0.25
N -1.310 -1.368 2.544 0.11 0.09 -0.04 -0.26
H 2.281 1.549 0.345 -0.02 -0.02 -0.01 0.27
C 1.687 -3.226 -0.094 -0.01 0.02 -0.01 -0.66
H 2.900 0.192 -0.584 0.04 0.01 -0.03 0.22
C -0.281 4.498 -0.540 0.06 0.16 -0.10 -1.67
H 2.217 -3.678 -3.401 0.00 0.01 0.00 0.39
H 2.097 -3.428 0.886 -0.01 -0.01 0.00 0.42
H 0.354 5.350 -0.800 -0.07 0.01 -0.06 0.42
H -4.660 -1.585 2.488 0.00 0.00 -0.01 0.39
H 2.155 3.773 -0.690 0.00 -0.06 0.00 0.43
H 3.247 -4.220 -1.189 0.00 0.00 0.00 0.40
H 0.095 -2.395 -3.441 0.00 0.02 0.02 0.41
O -1.038 1.978 1.033 0.24 -0.02 0.22 -0.57
H -0.032 -2.129 0.643 0.12 -0.06 0.12 0.33
N -0.051 -2.230 -1.394 0.06 0.22 -0.40 -0.32
H -1.311 4.782 -0.763 -0.03 -0.05 0.09 0.40
C 2.901 1.281 -0.515 -0.04 0.00 0.01 -1.09
C 0.570 -2.643 -2.498 0.03 -0.12 0.01 -0.25
C -2.569 -1.301 2.111 -0.05 0.02 -0.05 0.12
Si -0.585 1.717 -0.541 -0.11 0.12 -0.29 0.49
C -3.659 -1.660 2.890 0.01 0.00 0.02 -0.80
H -4.259 -2.400 4.817 0.00 0.00 0.00 0.38
C 0.506 -2.511 -0.218 -0.17 0.09 0.05 0.03
H -0.071 -1.850 4.111 0.00 0.00 0.01 0.38
C 2.322 -3.661 -1.246 -0.02 0.03 -0.03 -0.27
H -2.706 -0.948 1.094 0.00 -0.03 0.02 0.32
H -0.547 1.469 1.687 -0.19 -0.03 0.01 0.32
C 0.159 3.257 -1.341 0.01 0.07 0.35 0.75
```
Positions in Å, forces in eV/Å.


Q: Among the records above, which one has the highest E_tot?
A: C6H9NO2S2